Density functional theory data (wB97M-V/def2-TZVPD) for 8 unconnected molecules or ions with the total composition C17H37Cl12NO2.

Calculated values
**Total energy**: -174082.8686 eV
**Structure (SMILES)**: CC(N)=O.CC(C)O.ClCCCl.ClCCCl.ClCCCl.ClCCCl.ClCCCl.ClCCCl
**F_max**: 4.09 eV Å⁻¹
**Energy relative to the best compared isomer or geometry (same formula, charge and spin)**: 236.3 kJ/mol

```
! wB97M-V def2-TZVPD RIJCOSX def2/J DEFGRID3
* xyz 0 1
C -1.3463 2.6178 0.5151
C -0.6650 1.2359 0.5126
N -0.8668 0.5110 -0.6018
O -0.0925 0.7397 1.4553
H -0.7765 3.1078 1.3046
H -2.3680 2.5592 0.8904
H -1.2931 3.1456 -0.4371
H -0.3740 -0.3575 -0.7533
H -1.6535 0.7021 -1.2058
C -2.6163 -4.6396 3.9357
C -3.0183 -5.9904 3.2628
C -4.3252 -5.8230 2.3646
O -2.0441 -6.1461 2.3505
H -2.5420 -3.8656 3.1719
H -1.6036 -4.6667 4.3380
H -3.3256 -4.3057 4.6930
H -2.9678 -6.9586 3.7609
H -4.4831 -6.6831 1.7139
H -4.0509 -5.0466 1.6504
H -5.2242 -5.5208 2.9019
H -2.1313 -5.3492 1.8223
Cl 0.1653 -6.4472 -2.9296
C -0.6550 -7.4674 -4.1759
C -0.3800 -8.9526 -4.0218
Cl 1.3399 -9.3846 -3.9979
H -0.2658 -7.0761 -5.1158
H -1.7293 -7.3309 -4.0516
H -0.7487 -9.5274 -4.8714
H -0.8029 -9.2705 -3.0688
Cl 4.1591 5.0703 -4.8975
C 2.5978 5.2879 -5.6365
C 2.7937 6.3115 -6.7520
Cl 1.1982 7.0008 -7.2105
H 2.0351 5.8487 -4.8902
H 2.1840 4.3253 -5.9370
H 3.4261 5.9879 -7.5787
H 3.3531 7.1692 -6.3785
Cl -6.3622 -3.2403 -5.2986
C -4.7156 -2.4973 -5.3841
C -4.8164 -1.0290 -5.3927
Cl -5.5119 -0.4726 -3.7811
H -4.2802 -2.9111 -6.2937
H -4.1777 -2.8550 -4.5062
H -5.4106 -0.6603 -6.2288
H -3.8310 -0.5775 -5.5072
Cl -1.0406 8.7384 3.8323
C -1.1206 10.2708 2.9376
C -1.3670 11.5014 3.7930
Cl -2.8139 11.4730 4.8089
H -1.9563 10.1519 2.2480
H -0.1590 10.2922 2.4248
H -1.4865 12.3688 3.1439
H -0.4814 11.7223 4.3888
Cl 5.4624 -3.6982 1.1013
C 5.2012 -4.6656 2.4765
C 4.9394 -3.8759 3.7433
Cl 4.9484 -4.8756 5.2396
H 6.0677 -5.3015 2.6575
H 4.3478 -5.3344 2.3642
H 3.9400 -3.4573 3.6245
H 5.7534 -3.2062 4.0208
Cl 6.4691 3.6223 3.2382
C 4.8936 3.2160 3.8918
C 4.2685 4.4842 4.4131
Cl 5.2289 4.9951 5.8152
H 5.0770 2.3937 4.5833
H 4.3883 2.9083 2.9763
H 3.2527 4.3712 4.7919
H 4.3897 5.3370 3.7453
*
```

Results of the Mulliken charge analysis, in e, for atoms 1 through 2: -0.935 0.627